# 1
Entry from the OMol25 dataset: C36H41FeGeN5O2S2 as an isolated structure (wB97M-V/def2-TZVPD).

Geometry (Å):
Fe  0.059  -1.179  -0.437
C  0.219  5.634  1.336
C  1.143  5.544  0.151
C  1.799  6.663  -0.347
C  2.657  6.584  -1.436
C  2.851  5.356  -2.052
C  2.196  4.224  -1.584
C  1.351  4.308  -0.476
N  0.667  3.197  0.048
C  0.881  1.857  -0.316
N  2.187  1.478  -0.277
C  2.810  0.246  -0.668
C  2.062  -0.881  -1.003
C  2.818  -1.971  -1.466
C  4.207  -1.965  -1.542
C  4.900  -0.837  -1.120
C  4.215  0.287  -0.680
C  4.972  1.510  -0.217
N  -0.086  1.082  -0.600
C  -1.414  1.574  -0.620
C  -2.183  1.540  0.541
C  -3.513  1.949  0.513
C  -4.078  2.386  -0.677
C  -3.305  2.408  -1.833
C  -1.972  2.008  -1.827
C  -1.137  2.008  -3.081
H  0.277  6.621  1.796
H  0.473  4.883  2.089
H  -0.825  5.463  1.050
H  1.637  7.619  0.140
H  3.162  7.471  -1.801
H  3.505  5.273  -2.913
H  2.333  3.271  -2.084
H  -0.277  3.365  0.356
H  2.807  2.200  0.043
H  2.296  -2.876  -1.761
H  4.751  -2.831  -1.907
H  5.988  -0.822  -1.131
H  6.045  1.325  -0.250
H  4.718  1.778  0.818
H  4.774  2.390  -0.844
H  -1.729  1.141  1.444
H  -4.108  1.904  1.419
H  -5.117  2.697  -0.711
H  -3.749  2.732  -2.770
H  -1.760  2.172  -3.962
H  -0.610  1.057  -3.190
H  -0.375  2.793  -3.052
O  -3.992  -5.075  -1.120
C  -4.559  -3.871  -1.274
C  -5.946  -3.811  -1.435
C  -6.579  -2.594  -1.600
C  -5.848  -1.407  -1.613
C  -4.473  -1.466  -1.464
C  -3.813  -2.680  -1.293
C  -2.340  -2.651  -1.070
O  -1.744  -1.560  -1.260
N  -1.786  -3.782  -0.667
N  -0.472  -3.563  -0.301
C  0.195  -4.577  0.011
S  1.742  -4.401  0.831
C  2.321  -6.085  0.501
C  1.365  -6.786  -0.464
S  -0.341  -6.260  -0.165
H  -3.022  -4.901  -0.946
H  -6.502  -4.742  -1.423
H  -7.657  -2.568  -1.713
H  -6.344  -0.453  -1.734
H  -3.872  -0.564  -1.464
H  2.392  -6.610  1.452
H  3.313  -6.011  0.058
H  1.397  -7.869  -0.347
H  1.619  -6.535  -1.493
C  -0.654  0.382  4.407
Ge  0.366  -0.946  3.358
C  0.242  -2.621  4.383
C  2.235  -0.365  3.469
C  -0.288  -1.133  1.590
H  -0.371  0.347  5.467
H  -1.727  0.178  4.324
H  -0.466  1.396  4.032
H  0.521  -2.477  5.434
H  0.902  -3.375  3.939
H  -0.784  -3.001  4.336
H  2.549  -0.307  4.517
H  2.361  0.622  3.008
H  2.886  -1.073  2.942
H  -1.352  -1.440  1.677

Orbital gap (alpha / beta) = 6.04 / 6.72 eV
Total charge = -1
Energy relative to the best compared isomer or geometry (same formula, charge and spin) = 16.9 kJ/mol
Spin multiplicity = 6

---

# 2
Entry from the OMol25 dataset: C36H42Cl36NO4PS as an isolated structure in a non-equilibrium geometry (wB97M-V/def2-TZVPD).

Geometry (Å):
C  -0.310  -4.047  5.114
C  -0.362  -2.946  4.084
C  -1.856  -2.460  3.570
C  -1.808  -1.377  2.321
C  -2.411  -1.883  0.882
C  -2.434  -0.835  -0.376
C  -1.884  0.734  -0.330
C  -1.232  1.195  1.140
C  -0.622  2.728  1.227
C  0.980  2.588  0.766
O  1.620  1.399  1.350
C  2.192  0.508  0.329
O  3.212  0.854  -0.494
C  1.535  -1.029  0.263
C  2.757  -2.142  0.042
C  -1.190  0.171  2.462
P  -0.515  0.641  4.184
O  0.583  1.990  4.144
O  -1.782  0.962  5.335
N  -1.968  1.667  -1.517
C  -1.576  1.008  -2.820
C  -0.633  1.847  -3.918
C  -0.241  3.382  -3.498
C  1.326  3.795  -3.741
C  1.711  4.057  -5.325
C  2.400  2.776  -2.971
C  -0.162  1.101  -5.328
C  -0.577  -0.455  -5.732
C  -1.546  -1.256  -4.682
C  -2.007  -0.524  -3.290
S  -3.134  -1.440  -2.048
H  -0.660  -3.738  6.203
H  0.020  -5.154  4.891
H  0.642  -2.492  3.668
H  -2.386  -3.450  3.163
H  -2.557  -2.100  4.467
H  -2.825  -2.966  0.725
H  -1.164  3.419  0.444
H  -0.741  3.238  2.273
H  1.124  2.668  -0.397
H  1.514  3.531  1.265
H  0.783  -1.154  -0.645
H  1.003  -1.308  1.292
H  3.451  -1.846  -0.864
H  3.420  -2.244  1.029
H  2.259  -3.193  -0.133
H  1.192  1.857  4.944
H  -1.612  0.342  6.127
H  -2.979  1.970  -1.655
H  -0.516  3.687  -2.402
H  -0.885  4.094  -4.208
H  1.479  4.848  -3.200
H  0.754  4.196  -6.014
H  2.489  4.930  -5.482
H  2.238  3.062  -5.702
H  2.805  3.321  -1.990
H  3.351  2.640  -3.667
H  1.895  1.741  -2.744
H  0.520  1.662  -6.124
H  -0.198  -0.959  -6.718
H  -1.953  -2.366  -4.851
C  0.847  0.892  8.308
Cl  0.730  1.340  6.597
Cl  -0.537  -0.106  8.785
Cl  2.367  0.039  8.625
H  0.834  1.807  8.905
C  6.111  0.164  7.217
Cl  5.748  -0.907  8.581
Cl  4.895  -0.020  5.941
Cl  6.198  1.850  7.755
H  7.085  -0.118  6.807
C  -5.072  -4.881  4.400
Cl  -3.408  -4.884  5.011
Cl  -5.715  -3.231  4.356
Cl  -5.146  -5.620  2.792
H  -5.689  -5.473  5.080
C  -3.738  3.359  -6.445
Cl  -3.854  3.807  -8.155
Cl  -5.122  2.362  -5.967
Cl  -2.217  2.507  -6.127
H  -3.750  4.275  -5.847
C  -0.927  3.678  -11.238
Cl  -1.248  3.035  -9.619
Cl  -0.634  2.358  -12.384
Cl  -2.276  4.688  -11.785
H  -0.029  4.299  -11.191
C  -1.901  -8.119  2.410
Cl  -3.506  -8.299  3.139
Cl  -2.040  -7.657  0.705
Cl  -0.943  -6.924  3.301
H  -1.388  -9.082  2.465
C  2.824  -7.259  1.694
Cl  3.054  -7.593  3.418
Cl  3.958  -8.211  0.720
Cl  1.153  -7.597  1.211
H  3.026  -6.199  1.518
C  -5.731  -4.214  8.589
Cl  -7.145  -3.304  9.148
Cl  -6.130  -5.155  7.141
Cl  -4.375  -3.121  8.265
H  -5.434  -4.908  9.379
C  2.546  -1.656  -8.200
Cl  2.225  -2.299  -6.580
Cl  2.839  -2.975  -9.346
Cl  1.197  -0.646  -8.747
H  3.444  -1.035  -8.152
C  6.048  -0.570  0.812
Cl  7.206  -1.875  0.501
Cl  5.758  -0.397  2.552
Cl  6.630  0.955  0.123
H  5.102  -0.828  0.329
C  -2.425  4.995  4.568
Cl  -4.030  4.815  5.297
Cl  -2.564  5.456  2.863
Cl  -1.467  6.189  5.459
H  -1.911  4.031  4.623
C  1.201  7.503  -6.948
Cl  -0.082  7.605  -5.731
Cl  2.779  7.287  -6.173
Cl  0.878  6.181  -8.083
H  1.219  8.441  -7.509

Orbital gap = 7.07 eV
Total charge = 0

---

# 3
Entry from the OMol25 dataset: C36H42F21O19Zr as an isolated structure in a non-equilibrium geometry (wB97M-V/def2-TZVPD).

Geometry (Å):
Zr  -3.803  -2.965  -1.382
C  -6.852  -1.546  -3.849
C  -5.632  -1.410  -3.070
C  -4.336  -1.456  -3.887
O  -3.460  -2.124  -3.334
C  -4.449  -1.108  -5.270
C  -5.613  -1.012  -5.923
C  -6.916  -1.311  -5.162
O  -8.020  -1.665  -5.751
O  -5.564  -0.575  -7.140
O  -5.437  -1.704  -1.898
H  -7.741  -1.840  -3.309
H  -3.494  -1.050  -5.771
C  -0.531  -1.023  0.889
C  -1.473  -0.452  -0.200
O  -2.510  -1.369  -0.605
H  -0.143  -1.997  0.593
H  -1.060  -1.174  1.830
H  0.443  -0.569  1.069
H  -0.751  -0.317  -1.006
H  -1.808  0.571  -0.031
C  0.676  -2.089  -5.310
C  -0.221  -2.318  -4.098
O  0.228  -3.436  -3.383
C  -0.512  -3.913  -2.306
O  -1.710  -3.678  -2.032
C  0.338  -4.719  -1.260
F  1.552  -4.923  -1.656
F  0.424  -4.147  -0.076
F  -0.364  -5.905  -0.988
H  1.106  -2.941  -5.836
H  1.524  -1.476  -5.007
H  0.194  -1.516  -6.102
H  -1.255  -2.521  -4.375
H  -0.331  -1.402  -3.517
C  5.890  0.722  2.734
C  5.043  0.487  3.971
O  4.259  -0.681  3.737
C  2.996  -0.590  3.306
O  2.549  0.352  2.693
C  2.179  -1.876  3.576
F  2.798  -2.659  4.425
F  0.875  -1.643  4.037
F  1.838  -2.555  2.441
H  6.276  1.741  2.755
H  5.372  0.326  1.860
H  6.760  0.075  2.852
H  4.402  1.366  3.908
H  5.551  0.610  4.927
C  2.459  3.918  0.246
C  1.480  3.266  1.237
O  0.163  3.855  1.311
C  -0.710  3.616  0.292
O  -0.493  2.989  -0.772
C  -2.021  4.294  0.604
F  -2.809  4.484  -0.462
F  -2.716  3.509  1.442
F  -1.871  5.452  1.288
H  3.462  3.551  0.464
H  2.376  5.000  0.351
H  2.146  3.669  -0.768
H  1.944  3.308  2.222
H  1.277  2.209  1.068
C  4.440  -2.593  0.060
C  3.651  -1.609  -0.777
O  4.341  -0.319  -0.726
C  5.545  -0.129  -1.389
O  6.028  -0.951  -2.201
C  6.217  1.312  -1.188
F  5.233  2.187  -0.799
F  7.202  1.270  -0.356
F  6.793  1.821  -2.326
H  4.603  -2.140  1.038
H  5.357  -3.002  -0.366
H  3.785  -3.430  0.301
H  2.628  -1.429  -0.446
H  3.531  -2.019  -1.780
C  -0.463  1.612  3.926
C  -0.574  2.262  5.340
O  0.364  1.607  6.188
C  0.276  0.383  6.789
O  -0.764  -0.271  6.718
C  1.615  -0.166  7.420
F  1.774  -1.481  7.203
F  2.582  0.548  6.925
F  1.642  0.009  8.818
H  -0.741  0.563  4.033
H  0.583  1.523  3.634
H  -1.050  2.071  3.131
H  -1.616  2.300  5.659
H  -0.404  3.329  5.193
C  1.944  3.973  -6.355
C  0.906  3.138  -5.553
O  1.616  2.571  -4.442
C  1.182  1.417  -3.869
O  0.233  0.788  -4.309
C  2.090  0.944  -2.600
F  2.552  -0.272  -2.900
F  3.040  1.817  -2.363
F  1.386  0.882  -1.505
H  2.276  4.879  -5.847
H  1.474  4.204  -7.310
H  2.880  3.431  -6.492
H  0.379  2.374  -6.124
H  0.103  3.734  -5.121
C  -5.409  -1.430  4.812
C  -5.858  -2.260  3.534
O  -6.161  -1.201  2.695
C  -5.633  -1.050  1.465
O  -4.998  -1.929  0.800
C  -5.754  0.323  0.798
F  -4.509  0.723  0.512
F  -6.398  0.255  -0.448
F  -6.339  1.178  1.524
H  -5.128  -2.089  5.633
H  -6.157  -0.768  5.248
H  -4.524  -0.825  4.615
H  -6.710  -2.891  3.790
H  -5.034  -2.886  3.192

Orbital gap (alpha / beta) = 5.87 / 5.92 eV
Total charge = 0
Spin multiplicity = 2

---

| no. | calculated total energy (Eh) | M (g/mol) |
| --- | --- | --- |
| 1 | -5957.71264 | 768.3 |
| 2 | -19058.10073 | 1892.1 |
| 3 | -4970.63622 | 1268.9 |